Density functional theory data (ωB97M-V/def2-TZVPD) for a molecular structure, C29H35ClCuF3N4O5S2 in a non-equilibrium geometry.

The calculation puts the energy above the lowest of the compared OMol25 structures with the same formula, charge and spin at 0.329 eV. For the lowest unoccupied orbital energy, the calculation gives 3.204 eV. The total charge is -2. As for the frontier orbital gap: 5.23 eV.

The geometry in XYZ format:
```
80
Properties=species:S:1:pos:R:3:lowdin_charge:R:1
Cu -2.0311 0.1935 2.7449 -0.160
S -2.8056 -1.2992 4.4220 0.507
C -4.5191 -0.6951 4.2603 -0.605
C -5.5849 -1.3546 5.0018 -0.143
C -6.8738 -0.9125 4.9681 -0.167
C -7.2066 0.0685 4.0680 -0.144
C -6.2466 0.7202 3.3504 -0.198
C -4.9146 0.4177 3.4517 -0.662
S -3.8075 1.4755 2.4750 0.476
H -5.4468 -2.2910 5.5774 0.094
H -7.6314 -1.4903 5.4309 0.073
H -8.1709 0.6180 4.0249 0.098
H -6.4628 1.5457 2.8059 0.043
F -1.8114 -2.5128 -5.8740 0.106
C -1.5778 -1.1703 -5.7831 -0.488
F -2.7544 -0.6229 -5.3536 0.104
F -1.3586 -0.6891 -7.0566 0.081
C -0.3723 -0.8940 -4.8758 -0.654
O -0.6856 -1.0253 -3.6890 0.000
O 0.7075 -0.5922 -5.4064 0.006
O -4.6323 -4.8125 1.5120 0.101
C -3.4759 -5.2762 1.9697 -0.506
O -3.1331 -6.4164 1.9717 0.082
C -2.4964 -4.0837 2.1759 -0.260
N -3.1682 -2.8962 1.8083 -0.088
C -2.6429 -2.3755 0.6255 -0.218
C -1.6838 -3.4288 0.1543 -0.199
C -1.1957 -4.1571 1.3381 -0.116
H -2.3214 -3.9972 3.2871 0.142
H -3.2259 -2.2477 2.6153 -0.019
H -4.5136 -3.8530 1.6578 0.069
H -2.3035 -1.3107 0.8034 0.086
H -3.3503 -2.3462 -0.1966 0.115
H -0.8788 -2.9955 -0.4415 0.110
H -2.2237 -4.0492 -0.5554 0.120
H -0.3317 -3.6338 1.8076 0.123
H -0.8571 -5.1661 1.0305 0.120
C 0.8184 2.8890 -0.9371 -0.029
C 1.1535 2.2342 -2.3110 -0.482
C 1.7816 3.2682 -3.2216 -0.038
C -0.1083 1.7771 -2.9912 -0.049
C 2.1172 0.9991 -1.9932 -0.412
O 2.4571 0.5231 -3.2916 -0.042
C 3.5372 1.3121 -1.4037 -0.090
C 3.7686 2.1966 -0.1456 -0.111
C 5.2693 2.4515 0.2132 -0.187
C 6.2065 2.8746 -0.7527 -0.032
C 7.5890 2.8263 -0.5370 -0.121
C 8.0518 2.4980 0.7136 -0.694
Cl 9.7364 2.5404 1.0991 0.642
C 7.0998 2.1717 1.6937 -0.110
C 5.7455 2.1209 1.4684 -0.041
C 1.4341 -0.2050 -1.3469 -0.037
N 0.9491 -0.0417 0.0227 -0.105
C -0.2945 0.2023 0.3847 -0.147
N -0.3870 0.2896 1.7022 0.006
C 0.8669 0.0044 2.0991 -0.197
N 1.7058 -0.1640 1.1187 0.113
H -0.2200 3.2344 -0.8898 0.094
H 1.3966 3.7694 -0.7082 0.065
H 1.0093 2.2633 -0.0842 0.054
H 0.9784 3.9630 -3.3838 0.086
H 2.0493 2.8642 -4.1368 0.061
H 2.7131 3.6682 -2.8254 0.082
H -0.7410 2.6347 -3.1537 0.081
H -0.6067 0.9814 -2.4068 0.076
H -0.0125 1.5265 -4.0933 0.110
H 1.6869 0.2202 -3.8352 0.073
H 4.0765 1.7564 -2.2901 0.115
H 4.0411 0.3332 -1.4212 0.123
H 3.2669 1.7302 0.6988 0.083
H 3.3114 3.1082 -0.4376 0.077
H 5.8489 3.0756 -1.8187 0.132
H 8.2504 3.1784 -1.3128 0.098
H 7.5417 1.8727 2.6167 0.087
H 5.0104 1.8470 2.2224 0.120
H 2.1858 -1.0346 -1.2942 0.158
H 0.5870 -0.5179 -1.8816 0.080
H -1.0812 0.2790 -0.3795 0.161
H 1.1983 0.0345 3.1243 0.116
```

***

Density functional theory data (ωB97M-V/def2-TZVPD) for a molecular structure, C29H35N5O7SSc.

The calculation puts the energy above the lowest of the compared OMol25 structures with the same formula, charge and spin at 0.087 eV. For the lowest unoccupied orbital energy, the calculation gives -2.858 eV. The total charge is +1. As for the frontier orbital gap: 8.00 eV.

The geometry in XYZ format:
```
78
Properties=species:S:1:pos:R:3:lowdin_charge:R:1
Sc -0.4802 -0.0436 0.8892 1.080
O -4.2107 0.7141 -0.1352 0.126
C -3.2540 0.9069 0.5706 -0.543
O -2.4613 -0.0671 0.9970 -0.155
C -2.8263 2.2987 1.0352 -0.075
C -2.0788 2.2371 2.3717 -0.225
C -1.9682 3.6074 3.0251 -0.076
C -0.9461 4.3119 2.1052 -0.074
C -0.6114 3.2098 1.1077 -0.219
O -0.7088 2.0005 1.9182 -0.157
C -1.7531 2.9915 0.1093 -0.075
C -1.2349 2.1463 -1.0506 -0.543
O -1.4900 2.3700 -2.2068 0.121
O -0.4422 1.1644 -0.6606 -0.147
H -3.7176 2.9217 1.0818 0.164
H -2.3733 1.4189 3.0221 0.164
H -2.9324 4.1106 3.0734 0.125
H -1.5841 3.5081 4.0384 0.123
H -1.3535 5.1860 1.6000 0.125
H -0.0585 4.6180 2.6546 0.122
H 0.3821 3.2520 0.6695 0.170
H -2.1454 3.9209 -0.2971 0.163
N 2.5316 -3.3712 -0.4386 0.256
C 1.0334 -3.2158 -0.3074 -0.317
C 0.4227 -4.2032 0.6629 -0.088
C -1.0321 -3.7786 0.9046 -0.331
N -1.0625 -2.4990 1.6315 0.049
C -1.7879 -3.6716 -0.4197 -0.087
C -1.0848 -2.8445 -1.4921 -0.326
N -1.0898 -1.4215 -1.1372 0.051
C 0.3646 -3.3081 -1.6619 -0.089
H 2.9874 -3.2479 0.4696 0.161
H 2.8669 -2.6116 -1.0440 0.145
H 2.8134 -4.2692 -0.8337 0.177
H 0.9528 -2.2070 0.0805 0.078
H 0.9564 -4.2391 1.6139 0.105
H 0.4429 -5.2160 0.2476 0.137
H -1.5123 -4.5657 1.4955 0.150
H -0.7264 -2.6066 2.5836 0.094
H -2.0257 -2.1745 1.6994 0.088
H -2.7902 -3.2746 -0.2417 0.136
H -1.9253 -4.6830 -0.8119 0.133
H -1.6094 -3.0021 -2.4398 0.153
H -2.0517 -1.0894 -1.0786 0.100
H -0.6480 -0.8494 -1.8522 0.076
H 0.8729 -2.6846 -2.3992 0.106
H 0.3801 -4.3411 -2.0244 0.137
O 0.2119 -0.3727 2.9912 -0.371
S 1.6595 -0.1096 2.8474 0.617
O 2.1279 1.1876 3.2372 -0.255
N 1.8578 -0.4806 1.3108 -0.177
C 3.0937 -0.1831 0.7025 -0.258
C 4.2739 0.0467 1.3755 -0.017
C 5.4595 0.3929 0.6936 -0.054
C 5.4778 0.5327 -0.6619 -0.033
C 4.2941 0.2889 -1.3954 -0.153
C 4.2311 0.4515 -2.7988 0.004
C 3.0598 0.2154 -3.4567 -0.028
C 1.9582 -0.2423 -2.7071 -0.127
N 1.9736 -0.4245 -1.4091 0.091
C 3.1129 -0.1116 -0.7290 -0.182
C 2.4782 -1.2686 3.9070 -0.283
C 3.1092 -0.8133 5.0525 -0.038
C 3.7262 -1.7338 5.8900 -0.047
C 3.7152 -3.0846 5.5778 -0.058
C 3.0835 -3.5309 4.4226 -0.063
C 2.4635 -2.6172 3.5885 -0.074
H 4.3147 0.0118 2.4535 0.101
H 6.3523 0.5745 1.2767 0.114
H 6.3739 0.8348 -1.1875 0.118
H 5.1152 0.7806 -3.3308 0.125
H 2.9647 0.3570 -4.5235 0.113
H 1.0257 -0.4588 -3.2217 0.113
H 3.1168 0.2438 5.2790 0.122
H 4.2180 -1.3903 6.7898 0.116
H 4.2003 -3.7944 6.2341 0.113
H 3.0731 -4.5862 4.1833 0.108
H 1.9550 -2.9343 2.6881 0.070
```

***

Density functional theory data (ωB97M-V/def2-TZVPD) for a molecular structure, C29H35N5OPdS2Si.

The calculation puts the energy above the lowest of the compared OMol25 structures with the same formula, charge and spin at 0.000 eV. For the lowest unoccupied orbital energy, the calculation gives 0.506 eV. As for the frontier orbital gap: 7.46 eV.

The geometry in XYZ format:
```
74
Properties=species:S:1:pos:R:3:lowdin_charge:R:1
Pd -0.5224 1.2821 -0.1980 0.802
C -0.6577 1.3161 -3.7607 -0.176
Si 0.2219 -0.1705 -3.0217 0.393
C -0.0684 -1.6262 -4.1857 -0.189
C 2.0852 0.0583 -3.1830 -0.174
N -0.3271 -0.4029 -1.3938 -0.171
C -0.9188 -1.5625 -0.9094 -0.320
C -1.7182 -2.4101 -1.6932 -0.090
C -2.3330 -3.5486 -1.1940 -0.104
C -2.2072 -3.8777 0.1438 -0.097
C -1.4290 -3.0681 0.9616 -0.013
C -0.7869 -1.9611 0.4392 -0.198
O 0.0509 -1.1707 1.2150 -0.065
C 0.0240 -1.3010 2.5899 -0.283
C -0.8829 -0.5520 3.3206 0.012
C -0.8586 -0.6237 4.7055 -0.064
C 0.0637 -1.4374 5.3497 -0.092
C 0.9667 -2.1837 4.6047 -0.079
C 0.9497 -2.1184 3.2185 -0.019
H -0.2025 1.6429 -4.6990 0.030
H -0.6767 2.1642 -3.0732 -0.009
H -1.6989 1.0527 -3.9658 0.029
H 0.5769 -1.4766 -5.0560 0.030
H -1.0927 -1.7083 -4.5518 0.024
H 0.2074 -2.5797 -3.7307 0.035
H 2.3383 0.2188 -4.2350 0.030
H 2.5926 -0.8552 -2.8595 0.031
H 2.4867 0.8882 -2.6085 -0.008
H -1.8962 -2.1296 -2.7203 0.082
H -2.9389 -4.1573 -1.8538 0.102
H -2.7024 -4.7462 0.5564 0.098
H -1.3105 -3.3097 2.0096 0.115
H -1.5870 0.0804 2.7968 0.097
H -1.5609 -0.0359 5.2824 0.107
H 0.0801 -1.4886 6.4304 0.100
H 1.6858 -2.8212 5.1030 0.103
H 1.6365 -2.7002 2.6167 0.120
S -0.9819 3.0115 1.3866 0.585
C -2.4388 2.1103 1.3598 -1.145
N -2.4639 1.0833 0.5413 -0.117
C -3.7046 0.4575 0.5200 -0.284
C -4.0894 -0.6118 -0.2797 0.001
C -5.3706 -1.1114 -0.1490 -0.069
C -6.2753 -0.5579 0.7595 -0.091
C -5.9100 0.5169 1.5492 -0.095
C -4.6220 1.0192 1.4178 -0.467
S -3.9018 2.3729 2.2495 1.042
H -3.3858 -1.0389 -0.9763 0.088
H -5.6754 -1.9493 -0.7624 0.105
H -7.2723 -0.9692 0.8452 0.101
H -6.6087 0.9572 2.2482 0.106
C 4.7807 0.0167 0.4810 -0.155
C 3.4371 -0.5033 0.9487 -0.175
N 2.3919 0.1586 0.1975 0.097
C 2.4329 1.4537 -0.1718 -0.379
N 1.3347 2.0104 -0.6164 -0.085
C 1.3359 3.3747 -1.1376 -0.236
C 2.7258 3.8504 -1.5187 -0.154
C 3.6784 3.5243 -0.3895 -0.152
N 3.6401 2.0935 -0.1407 -0.039
C 4.7730 1.5293 0.5795 -0.152
H 4.9507 -0.2828 -0.5551 0.122
H 5.5852 -0.3894 1.0944 0.118
H 3.3187 -0.3387 2.0268 0.121
H 3.3475 -1.5752 0.7718 0.123
H 1.4725 -0.2693 0.1763 0.085
H 0.8976 4.0450 -0.3916 0.073
H 0.6806 3.4047 -2.0083 0.093
H 2.7119 4.9232 -1.7131 0.119
H 3.0651 3.3459 -2.4263 0.116
H 3.4170 4.0876 0.5159 0.134
H 4.7048 3.7826 -0.6541 0.122
H 4.7495 1.8394 1.6328 0.131
H 5.6792 1.9477 0.1381 0.122
```